Entry 1:
C21H47NO2SSi2Yb | ωB97M-V with the def2-TZVPD basis set

Geometry (Å):
O (1.699589, -0.384547, 0.886771)
O (1.078467, 2.843209, -1.135513)
C (1.837731, 0.656279, 1.962018)
C (2.367040, 0.000229, 3.208843)
H (0.818566, 1.021957, 2.102055)
H (2.435118, 1.499112, 1.589360)
H (1.672417, -0.784251, 3.521775)
H (2.425520, 0.732794, 4.032028)
H (3.339034, -0.456376, 2.990304)
C (2.791871, -0.543542, -0.072363)
C (3.818895, 0.599653, -0.095780)
H (2.323220, -0.567794, -1.059731)
H (3.288446, -1.516934, 0.095598)
H (3.365892, 1.581910, -0.322693)
H (4.575547, 0.358372, -0.849775)
H (4.328619, 0.585456, 0.877091)
C (1.117210, 2.334827, -2.583282)
C (1.179337, 4.344930, -0.845174)
C (2.529730, 2.313072, -3.170155)
H (0.442068, 2.976756, -3.203564)
H (0.706756, 1.292416, -2.540153)
H (3.031558, 3.311881, -3.200719)
H (2.516967, 1.948641, -4.222038)
H (3.122797, 1.564531, -2.614049)
C (2.377176, 5.031551, -1.467888)
H (1.215628, 4.394181, 0.259153)
H (0.241762, 4.787246, -1.252857)
H (3.317131, 4.574613, -1.152325)
H (2.435116, 6.061143, -1.087365)
H (2.322957, 5.118014, -2.564677)
H (-0.317449, 2.763360, -0.941128)
Yb (-0.283241, -1.136606, 0.522544)
C (-0.972061, 2.027498, -0.327124)
Si (-2.837900, 2.355910, 0.175543)
H (-0.436661, 1.870371, 0.608675)
H (-0.891471, 1.186606, -1.013916)
C (-2.927084, 3.707916, 1.479674)
C (-3.853836, 0.829742, 0.920214)
C (-3.535119, 2.927867, -1.442283)
C (0.657798, -3.019566, 1.365973)
Si (1.044546, -3.718349, -0.280258)
H (-0.053340, -3.622299, 1.945556)
H (1.496963, -2.754710, 1.979780)
C (2.878270, -4.164140, -0.465035)
C (0.686330, -2.562474, -1.764876)
C (0.046343, -5.279807, -0.601897)
H (-2.654441, 3.088494, -2.076463)
H (-4.084472, 3.860494, -1.357821)
H (-4.170929, 2.178187, -1.915315)
H (-2.727195, 3.341822, 2.499635)
H (-3.895077, 4.225103, 1.496278)
H (-2.153630, 4.447125, 1.232330)
H (-3.197952, 0.285612, 1.645076)
H (-4.108027, 0.118971, 0.079691)
H (-4.815675, 1.134578, 1.424054)
H (1.635109, -2.316786, -2.259264)
H (0.113852, -1.619079, -1.631870)
H (0.089002, -3.131633, -2.488915)
H (0.450770, -5.843132, -1.450458)
H (-1.000458, -5.044080, -0.819206)
H (0.073690, -5.921435, 0.283482)
H (3.006300, -4.987010, -1.175195)
H (3.271158, -4.476842, 0.503823)
H (3.484193, -3.326027, -0.819418)
S (-2.423705, -1.820889, -1.144834)
C (-2.911615, -2.502699, 0.309357)
C (-3.914944, -3.497211, 0.382449)
C (-4.403504, -3.868019, 1.645766)
C (-3.873431, -3.220576, 2.791688)
C (-2.826241, -2.314868, 2.645071)
N (-2.307800, -2.015609, 1.443310)
H (-4.264416, -3.942606, -0.543260)
H (-5.162753, -4.642956, 1.734143)
H (-4.254203, -3.449567, 3.796573)
H (-2.397857, -1.830009, 3.522956)

Atomic forces in eV per Å
O 1.3 2.0 0.3
O 3.6 1.5 -2.4
C -0.1 -0.5 -0.6
C -0.1 0.1 0.1
H 0.0 0.1 0.1
H -0.3 -0.4 0.1
H 0.2 0.0 0.0
H 0.2 -0.3 -0.4
H -0.1 0.2 0.3
C 0.6 0.4 -0.7
C -0.3 -0.5 0.6
H -0.1 -0.2 0.1
H -0.4 0.5 0.2
H 0.2 -0.5 0.2
H -0.2 0.0 0.0
H 0.1 0.4 -0.3
C 0.1 1.2 0.8
C -0.3 -1.4 -1.2
C 0.3 -0.2 -0.3
H 0.4 -0.5 0.6
H 0.2 1.0 0.1
H -0.5 -1.1 0.2
H -0.3 0.2 0.6
H 0.0 0.6 -0.2
C 0.2 0.5 0.1
H -0.2 -0.1 -0.6
H 0.5 -0.2 0.5
H -0.1 -0.2 -0.2
H -0.2 -0.2 0.0
H 0.0 -0.2 0.5
H -2.3 -0.9 1.7
Yb -2.5 -0.8 -0.5
C -2.6 0.0 0.8
Si -0.3 -0.9 0.3
H 0.6 -0.2 0.1
H -0.2 -0.7 0.0
C 0.5 0.1 0.1
C 0.4 0.2 -0.7
C 0.1 0.0 -0.3
C -1.0 0.2 0.0
Si 0.7 -1.8 0.0
H 0.2 -0.1 -0.3
H 0.6 0.0 0.2
C -0.2 0.2 0.0
C 0.2 0.5 -0.2
C -0.1 0.2 0.0
H -0.3 0.1 -0.1
H -0.1 0.1 -0.1
H 0.0 0.1 0.0
H 0.0 0.1 -0.3
H 0.2 -0.2 -0.1
H -0.2 0.1 0.2
H -0.8 0.4 -0.4
H 0.3 0.7 1.0
H 1.1 -0.1 -0.4
H -0.2 0.1 0.2
H 0.3 -0.2 -0.6
H -0.1 0.2 0.3
H -0.1 0.1 0.1
H 0.0 0.0 0.0
H 0.0 0.0 -0.1
H 0.0 0.1 0.1
H 0.0 -0.1 0.0
H 0.0 -0.1 0.0
S 1.1 0.7 -1.1
C -0.4 -0.6 1.8
C 0.0 0.0 1.3
C 0.9 0.7 -0.5
C -0.1 -0.1 0.0
C -0.6 -0.9 0.0
N -0.5 0.3 -0.2
H -0.1 0.1 0.2
H 0.1 0.2 0.0
H 0.2 0.1 -0.6
H 0.0 -0.1 -0.3

Multiplicity: 2
Lowest unoccupied orbital energy (spin up / spin down) (hartree): -0.10431 / -0.12317
Kohn-Sham gap (spin up / spin down) (eV): 7.564 / 7.052
Charge: +1
Highest occupied orbital energy (spin up / spin down) (eV): -10.40 / -10.40

These are the Mulliken partial charges, in e, on atoms 1 to 4: number 1, O, carries 0.713; number 2, O, carries -0.171; number 3, C, carries -0.328; number 4, C, carries -1.299

=====

Entry 2:
H16O8 | ωB97M-V with the def2-TZVPD basis set

Geometry (Å):
O (0.113435, -2.526715, 1.604014)
H (0.672735, -1.782445, 1.826424)
H (0.268775, -3.161185, 2.303694)
O (-1.482575, 2.139725, 1.189084)
H (-2.028425, 2.925785, 1.208774)
H (-1.268945, 1.972825, 2.107084)
O (1.935075, -0.411295, 1.859034)
H (2.026935, 0.450795, 2.264734)
H (1.371185, -0.260655, 1.100374)
O (2.587455, 1.732905, -1.458666)
H (3.341405, 1.454985, -1.978806)
H (1.828325, 1.415785, -1.947946)
O (-3.645945, 0.579015, 2.119464)
H (-3.410565, -0.327805, 1.923234)
H (-3.052425, 1.102835, 1.581344)
O (-1.017465, -2.332485, -1.580396)
H (-0.896535, -1.518305, -1.091816)
H (-0.179565, -2.474825, -2.020736)
O (-0.174035, 0.011425, -0.173546)
H (-0.665565, 0.767665, 0.146964)
H (0.338625, 0.351645, -0.906806)
O (1.078745, 0.058515, -2.981186)
H (0.634455, 0.458875, -3.728556)
H (1.624905, -0.627075, -3.365756)

Atomic forces in eV per Å
O -0.5 -0.3 -0.2
H 0.3 0.2 0.3
H 0.0 -0.2 0.1
O 0.1 0.0 -0.2
H -0.1 0.4 -0.1
H 0.2 -0.1 0.4
O 0.3 -0.2 0.4
H 0.1 0.2 0.1
H -0.4 0.3 -0.7
O 0.2 0.5 0.6
H 0.1 -0.1 -0.1
H 0.0 -0.2 -0.3
O -0.4 0.0 0.3
H 0.0 -0.3 0.0
H 0.2 0.0 -0.3
O -0.4 -0.4 -0.5
H 0.1 0.3 0.5
H 0.1 -0.1 0.0
O 0.3 -0.3 0.1
H -0.4 0.4 0.2
H 0.2 0.0 -0.4
O -0.2 0.0 0.0
H -0.3 0.1 -0.2
H 0.2 -0.3 0.0

Relative energy (zero: lowest compared OMol25 entry of this formula, charge and spin) (kcal/mol): 48.7
Lowest unoccupied orbital energy (hartree): -0.00040
Kohn-Sham gap (eV): 10.375
Charge: 0
Highest occupied orbital energy (eV): -10.39

These are the Mulliken partial charges, in e, on atoms 1 to 4: number 1, O, carries -0.593; number 2, H, carries 0.390; number 3, H, carries 0.276; number 4, O, carries -0.735

=====

Entry 3:
C2H8O2S | ωB97M-V with the def2-TZVPD basis set

Geometry (Å):
O (0.019230, -0.315580, 1.419999)
S (2.673479, -0.211540, 1.861669)
C (0.000000, 0.000000, 0.000000)
C (1.079550, 0.401280, 2.133489)
H (3.191859, 0.686740, 2.725899)
H (-0.804300, -0.551790, -0.515010)
H (0.971690, -0.363510, -0.374550)
H (-0.093980, 1.070850, -0.247080)
H (1.089700, 1.485819, 1.911819)
H (0.836410, 0.279350, 3.206549)
O (4.372788, 0.168990, 3.787318)
H (5.317178, 0.253200, 4.050559)
H (4.373949, 0.304310, 2.812669)

Atomic forces in eV per Å
O 0.8 1.5 -0.2
S 0.7 -1.0 -1.5
C 0.9 -0.7 0.4
C -3.3 0.5 0.3
H -1.9 0.3 -0.8
H 0.3 0.1 0.6
H -0.4 0.3 -0.4
H 0.0 -0.2 0.5
H -0.4 -0.4 -0.1
H -0.1 0.0 -0.6
O 2.6 0.2 0.4
H -0.8 0.0 0.0
H 1.6 -0.5 1.4

Relative energy (zero: lowest compared OMol25 entry of this formula, charge and spin) (kcal/mol): 43.7
Lowest unoccupied orbital energy (hartree): 0.02149
Kohn-Sham gap (eV): 9.488
Charge: 0
Highest occupied orbital energy (eV): -8.90

These are the Mulliken partial charges, in e, on atoms 1 to 4: number 1, O, carries -0.341; number 2, S, carries -0.263; number 3, C, carries -0.659; number 4, C, carries -0.331

=====

Entry 4:
C3H5N3 | ωB97M-V with the def2-TZVPD basis set

Geometry (Å):
N (1.119501, 1.435989, -0.936596)
C (0.407149, 0.473691, -0.214363)
N (0.183963, 0.637187, 1.080687)
N (-0.569209, -0.429770, 1.434386)
C (-0.801218, -1.264513, 0.401799)
C (-0.160616, -0.741345, -0.690620)
H (0.749548, 1.586325, -1.866052)
H (1.152968, 2.315787, -0.433740)
H (-0.669528, -0.650796, 2.410115)
H (-1.440363, -2.132579, 0.477300)
H (0.021670, -1.299015, -1.593461)

Atomic forces in eV per Å
N 0.0 0.0 0.0
C -0.1 0.0 0.1
N 0.0 0.0 -0.3
N -0.1 -0.2 0.1
C 0.1 0.0 0.1
C 0.2 -0.1 0.1
H 0.1 -0.1 0.1
H 0.1 -0.2 0.0
H -0.2 0.2 -0.1
H 0.3 0.0 0.2
H -0.3 0.4 -0.3

Relative energy (zero: lowest compared OMol25 entry of this formula, charge and spin) (kcal/mol): 13.0
Lowest unoccupied orbital energy (hartree): 0.04183
Kohn-Sham gap (eV): 9.485
Charge: 0
Highest occupied orbital energy (eV): -8.35

These are the Mulliken partial charges, in e, on atoms 1 to 4: number 1, N, carries -0.534; number 2, C, carries 0.464; number 3, N, carries -0.821; number 4, N, carries 0.238

=====

Molecular weight values (in g/mol) by entry order: 606.9 144.1 96.2 83.1.